No. 1
Here is a 2-piece molecular cluster, C5H17OSi2 overall in a non-equilibrium geometry from the OMol25 dataset. Energies are from wB97M-V/def2-TZVPD.

Properties
* Kohn-Sham gap: 8.20 eV
* energy relative to the best compared isomer or geometry (same formula, charge and spin): 1.276 eV
* charge: +1
* HOMO energy: -13.6 eV
* max |F|: 3.96 eV/A

Cartesian coordinates (Å):
Si: 2.4726 0.3383 0.7023
Si: -1.5553 0.5607 0.7084
O: -0.4165 -0.5139 0.1244
C: -0.4269 -1.4138 -0.9402
C: 2.4504 1.6772 -0.6275
C: -2.4638 1.2840 -0.8552
C: 2.9650 -1.3081 0.0225
C: -2.7117 -0.4538 1.7668
H: 1.6311 1.4168 -1.3051
H: -1.6982 1.5113 -1.6006
H: -3.1239 -1.2779 1.1812
H: 3.6703 -1.3019 -0.7456
H: -3.6035 0.0656 2.1768
H: 3.4243 1.7997 -1.1198
H: 2.0403 -1.8044 -0.3996
H: -2.9898 2.1586 -0.6934
H: -1.1041 -1.1001 -1.7377
H: 2.0528 0.6800 2.0819
H: 3.4500 -1.9244 0.6860
H: -3.3828 0.6589 -1.1077
H: -0.4084 1.3459 1.3054
H: 0.5468 -1.4426 -1.4042
H: -0.7071 -2.4896 -0.6382
H: -2.2786 -0.9782 2.5719
H: 2.1669 2.5117 -0.1527

---

No. 2
Here is one molecule with the formula C6H10O from the OMol25 dataset. Energies are from wB97M-V/def2-TZVPD.

Properties
* Kohn-Sham gap: 10.20 eV
* energy relative to the best compared isomer or geometry (same formula, charge and spin): 0.753 eV
* charge: 0
* HOMO energy: -9.2 eV
* max |F|: 0.31 eV/A
* SMILES string: C1=CCCOCC1

Cartesian coordinates (Å):
O: 0.6109 -1.2908 -0.7179
C: -0.7088 -1.5003 -0.2598
C: 1.3967 0.9313 -0.2404
C: 0.0556 1.6112 -0.2310
C: -1.1356 1.0488 -0.0375
C: 1.4537 -0.5492 0.1363
C: -1.3491 -0.3398 0.5164
H: -0.9812 -0.3507 1.5494
H: -1.2910 -1.7157 -1.1631
H: -2.4211 -0.5548 0.5857
H: 0.0904 2.6504 -0.5581
H: 2.1593 1.5053 0.3037
H: 1.2339 -0.7482 1.1964
H: -2.0221 1.6441 -0.2523
H: -0.7420 -2.3975 0.3823
H: 1.6771 0.9619 -1.2995
H: 2.4737 -0.9073 -0.0478

---

No. 3
Here is C21H59MgN6O9 as an isolated structure in a non-equilibrium geometry from the OMol25 dataset. Energies are from wB97M-V/def2-TZVPD.

Properties
* Kohn-Sham gap: 2.91 eV
* energy relative to the best compared isomer or geometry (same formula, charge and spin): 10.178 eV
* charge: +1
* HOMO energy: -10.2 eV
* max |F|: 3.85 eV/A

Cartesian coordinates (Å):
Mg: -3.4716 -0.2956 -0.1282
O: 4.0438 4.3799 -2.3728
O: -3.7237 1.8606 -2.0779
O: -1.2620 -9.6549 -0.2998
O: -1.8622 -1.6197 5.5881
O: 0.2014 2.0046 -7.0424
O: 1.3331 -1.7804 -1.8715
O: -0.8070 -1.4584 -1.9384
O: 0.3314 -0.9728 -3.5909
O: 2.7329 3.0223 4.9397
N: -0.4328 -6.3186 0.9751
N: -2.6872 -2.2331 2.8926
N: 2.1564 1.7244 1.4260
N: 3.4140 5.0616 -5.9926
N: -2.4049 2.3051 0.2617
N: 0.3120 -1.4162 -2.4377
C: 2.4546 1.7268 2.8559
C: 3.6573 5.3388 -4.5848
C: -4.2008 -3.8875 3.7068
C: -2.8848 3.0144 -1.9321
C: -2.2094 4.6651 -0.0485
C: 3.5898 0.7088 3.0906
C: -4.0380 1.4429 -3.3548
C: -1.8060 -6.8694 -0.8477
C: 2.6396 3.1115 3.5269
C: 3.8297 4.0238 -3.7715
C: -0.3950 -8.6900 0.1214
C: -0.8033 2.9326 -7.2322
C: -1.2395 -1.7396 6.8518
C: 5.3527 4.9765 -2.1426
C: -1.2610 -7.4050 0.4418
C: -2.5905 -2.8510 5.2047
C: -0.6585 -10.9346 -0.3634
C: -2.9941 3.3733 -0.5104
C: 3.1646 4.2455 5.5074
C: -3.5534 -2.5868 4.0047
C: 2.4381 6.1505 -4.0766
H: 6.0789 4.7955 -2.9349
H: -1.0433 -6.5429 -1.5547
H: -3.3223 3.8793 -2.4307
H: -4.0319 3.4416 -0.1845
H: -5.0769 -4.1230 4.3109
H: 2.9957 3.3314 -3.6567
H: -0.5560 3.9107 -6.8197
H: 5.8258 4.4924 -1.2883
H: 3.5541 3.5782 3.1608
H: 4.2220 4.4128 5.3023
H: 2.7117 2.4595 1.0120
H: -1.9906 -1.8113 3.4900
H: -4.7950 0.6625 -3.2776
H: 2.7988 4.2656 -6.0825
H: 3.0262 4.0903 6.5773
H: -2.4113 -6.0076 -0.5664
H: -0.5374 -2.5680 6.7577
H: -3.5021 -4.7175 3.8116
H: 3.6255 0.4883 4.1574
H: 0.1952 -10.8153 -1.0305
H: -2.2906 2.5527 1.2342
H: -3.1064 -3.2890 6.0591
H: -1.8922 -3.6389 4.9225
H: 3.5042 -0.2309 2.5449
H: -2.6008 5.0393 0.8975
H: -0.2476 -11.2825 0.5843
H: -0.9301 3.1335 -8.2960
H: 4.5638 1.0797 2.7713
H: 0.0001 -6.6969 1.8055
H: -2.0598 -7.6649 1.1363
H: 2.6396 5.1605 5.2330
H: 2.4037 0.8518 0.9816
H: 1.8177 3.7445 3.1924
H: 4.7393 3.5154 -4.0912
H: -4.2843 -1.8254 4.2771
H: -1.1370 4.4996 0.0551
H: -1.9794 -1.9556 7.6225
H: -2.1773 -3.0636 2.6271
H: -1.9255 2.7417 -2.3720
H: 4.5443 5.9694 -4.5249
H: 0.2904 -8.5168 -0.7082
H: 0.2257 -9.0533 0.9405
H: 2.2517 7.0800 -4.6145
H: -4.4249 2.2324 -3.9991
H: -4.4934 -3.8534 2.6573
H: -2.4052 -7.6373 -1.3369
H: 4.2502 4.8046 -6.4972
H: -1.7045 2.5776 -6.7323
H: 2.5966 6.3337 -3.0138
H: 0.0535 1.5646 -6.2021
H: -1.4326 2.3594 -0.0060
H: -0.6584 -0.8438 7.0709
H: -3.1248 1.0821 -3.8280
H: 0.2900 -6.1148 0.2997
H: -2.3475 5.5186 -0.7122
H: -1.3293 -11.7053 -0.7432
H: 1.6275 1.2321 3.3651
H: 5.1641 6.0345 -1.9601
H: 1.4563 5.6868 -4.1723

---

No. 4
Here is a 2-piece molecular cluster, C21H30N2O2Si overall in a non-equilibrium geometry from the OMol25 dataset. Energies are from wB97M-V/def2-TZVPD.

Properties
* Kohn-Sham gap: 8.56 eV
* charge: 0
* HOMO energy: -8.3 eV
* max |F|: 4.84 eV/A
* SMILES string: C=CC[Si@H](CCC(=O)Nc1ccccc1)C[C@H](O)CN.c1ccccc1

Cartesian coordinates (Å):
Si: 1.0856 2.3696 2.7303
O: -1.4778 3.3500 0.1643
O: 1.2558 -0.5931 0.9241
N: -1.2476 1.4016 -1.1369
N: 2.1922 -2.4679 2.3439
C: -0.6643 2.5370 -0.3286
C: 2.4247 -0.0635 1.6459
C: 2.0350 0.7252 2.9878
C: 0.3651 0.2735 -2.9418
C: -0.5904 2.8451 -3.1795
C: 0.9291 2.6144 -0.2290
C: 1.0432 1.8557 -5.0169
C: -1.9047 -2.7823 -1.1878
C: -1.8390 -4.9311 -0.0986
C: 3.2525 -1.4018 2.1339
C: -3.0865 -3.1415 -1.8283
C: 1.1492 0.4872 -4.2811
C: -2.5658 0.4677 1.8060
C: -3.0258 -5.2872 -0.7321
C: 1.4872 3.2989 1.1094
C: -1.2796 -3.6768 -0.3241
C: -3.6485 -4.3937 -1.5984
C: -0.4859 1.4663 -2.4258
C: -1.3252 0.6919 2.4627
C: 0.1871 3.0555 -4.5005
C: -0.8106 2.0932 3.0326
H: 1.7873 -0.3858 -4.6376
H: 3.6525 -1.1532 3.1832
H: 3.0176 0.9780 3.5329
H: -3.4656 -6.2625 -0.5510
H: 1.3910 0.0388 3.6369
H: 3.1477 0.5019 0.9543
H: 0.1200 4.0693 -5.0191
H: 1.0836 4.3841 1.1198
H: 2.6360 3.4050 1.0383
H: 4.0546 -1.7208 1.3901
H: -0.3564 -3.3967 0.1737
H: -0.9107 2.0266 4.1887
H: -4.5720 -4.6730 -2.0947
H: 1.6227 2.0297 -5.9873
H: 1.2683 3.2913 -1.1065
H: 1.4714 -2.1167 3.0074
H: -2.7154 -0.4204 1.1057
H: -3.5701 -2.4457 -2.5055
H: -1.4429 2.9955 2.7243
H: -1.2074 3.7067 -2.7630
H: -1.3504 -5.6303 0.5715
H: 2.6578 -3.2342 2.8530
H: 0.4167 -0.6970 -2.3245
H: -1.0780 0.5027 -0.6606
H: -3.4557 1.1477 2.0116
H: -1.4692 -1.8034 -1.3623
H: -0.6621 -0.2292 2.6327
H: 1.4165 1.5913 -0.4571
H: 1.5110 3.2669 3.8355
H: 1.5461 -0.5606 -0.0220

---

No. 5
Here is one molecule with the formula C8H10BN in a non-equilibrium geometry from the OMol25 dataset. Energies are from wB97M-V/def2-TZVPD.

Properties
* Kohn-Sham gap: 9.40 eV
* energy relative to the best compared isomer or geometry (same formula, charge and spin): 0.000 eV
* charge: 0
* HOMO energy: -8.8 eV
* max |F|: 5.51 eV/A
* SMILES string: CB1NCc2ccccc21

Cartesian coordinates (Å):
N: -1.7780 -1.1939 0.1173
C: 0.9384 1.4880 -0.2427
C: -2.6546 1.4522 -0.0288
C: 0.1058 0.3887 0.0151
C: 2.8664 -0.0209 -0.1313
C: 1.9578 -1.1667 0.0469
C: -0.5241 -1.9459 0.1155
C: 0.6173 -0.9194 0.0200
C: 2.2943 1.1817 -0.1150
B: -1.6674 0.1361 0.0146
H: -3.7492 1.2073 -0.0128
H: 3.9148 -0.0801 -0.0569
H: 0.5366 2.4148 -0.2261
H: 2.4263 -2.1438 0.3841
H: -0.6495 -2.5274 1.0989
H: -2.4909 -1.8936 -0.0231
H: -2.3509 2.1884 -0.9142
H: 2.9888 2.0823 -0.2247
H: -0.3572 -2.5471 -0.7567
H: -2.4248 1.8993 0.9197

---

No. 6
Here is a 10-piece molecular cluster, C46H55ClF11I2N2O32 overall in a non-equilibrium geometry from the OMol25 dataset. Energies are from wB97M-V/def2-TZVPD.

Properties
* Kohn-Sham gap: 7.26 eV
* charge: +1
* HOMO energy: -11.0 eV
* max |F|: 1.39 eV/A

Cartesian coordinates (Å):
I: 5.2575 2.6225 0.6514
I: 2.7305 -1.2173 -0.6497
Cl: 3.5762 2.5890 3.6051
F: -7.5404 2.1855 -0.3940
F: 5.8724 -8.4093 0.6650
F: -2.5703 7.3829 -6.7278
F: 6.4462 -0.2418 1.2626
F: -4.8788 0.5661 6.3356
F: 3.7301 -5.6426 -0.2385
F: 2.8269 1.4009 -6.0041
F: -9.1426 -1.4318 5.1090
F: 6.9727 -5.2454 -0.4282
F: 3.9979 -1.8229 3.9014
F: -3.2336 6.1676 -9.9284
O: 0.0087 5.9119 -3.4339
O: -2.8279 1.1289 3.6298
O: 3.0708 -10.9843 2.9588
O: -0.5617 -5.8111 0.9029
O: 3.7719 2.7475 -2.9857
O: 1.5215 -5.3586 0.1676
O: 4.0256 -2.9448 2.0164
O: 8.7718 -3.1634 -3.9204
O: -1.6147 6.4897 -4.8872
O: -1.0505 6.3258 -9.3597
O: -3.1472 -1.9141 2.8672
O: -4.7744 -2.0984 5.6183
O: 4.9360 -11.5224 1.8144
O: -0.5930 4.1838 -8.9547
O: 7.6051 -2.3428 -2.1760
O: 5.9882 0.1075 3.3857
O: -6.8856 -1.3813 5.2506
O: -1.2701 -1.0660 2.0567
O: -6.1907 -1.3526 1.9283
O: 4.3644 -9.3758 2.0378
O: 1.7886 3.1670 -2.0682
O: 0.2807 7.6559 -4.8257
O: 1.9401 2.4250 -4.1930
O: 0.9323 5.7599 -8.4477
O: -6.9985 0.1686 0.4726
O: -6.4334 -3.5608 5.2123
O: -4.4929 2.1092 4.7337
O: 1.2122 -6.9183 1.7361
O: -3.2484 4.0462 -1.8037
O: -6.8004 0.7007 2.6251
O: -3.4284 3.2264 3.0913
O: 8.1481 -4.5080 -2.2130
N: 2.4769 1.8921 0.3804
N: 4.3183 -0.6670 1.9026
C: 2.4334 2.8170 -3.0120
C: -2.5499 -1.5422 1.8957
C: 4.0221 -10.6729 2.3352
C: -1.8684 7.6838 -5.6145
C: 4.2075 2.1178 -4.2048
C: 0.0707 1.7484 1.2345
C: 1.3425 -0.2559 5.0837
C: -0.1275 5.4499 -8.8794
C: 3.2234 0.3345 1.9841
C: -3.5682 2.2545 3.7626
C: -7.7548 1.3602 0.6518
C: -2.2833 4.9950 -1.3781
C: -2.0253 5.5789 -10.0705
C: -5.9135 -2.3305 5.3864
C: -1.9617 4.2350 -9.3779
C: 3.0291 2.3944 -5.1199
C: -3.2055 0.2131 4.6836
C: 2.6033 -6.9641 1.3904
C: 8.2321 -3.3218 -2.8837
C: 5.8507 -10.7704 1.0109
C: 5.6218 -0.1982 2.3035
C: -0.4677 8.1566 -5.9435
C: 1.9456 -0.1848 1.1991
C: -0.2782 -1.5001 1.1194
C: 3.5202 1.5315 1.0280
C: -4.5889 0.7108 5.0258
C: -2.8442 3.3314 -2.9544
C: 7.7400 -4.2294 -0.8881
C: 5.7099 -9.3825 1.5961
C: -7.1857 1.9069 1.9428
C: 1.2825 1.0723 0.5893
C: 1.5591 0.8517 4.0205
C: -3.1650 -1.4916 0.5276
C: -8.0028 -1.9969 4.6380
C: -7.8541 -3.4358 5.0843
C: -0.3972 6.6194 -4.2969
C: -1.8836 3.2354 0.5034
C: 0.6032 -6.0200 0.9377
C: -1.0233 2.0002 0.1788
C: 2.9833 0.8948 3.4446
C: 2.7972 -5.6112 0.7467
C: 6.9508 -2.9500 -1.0611
C: -1.3683 4.4736 -0.2497
C: -6.6206 -0.2693 1.6991
C: 4.0882 -1.9084 2.5852
C: 1.0758 -1.2894 1.8035
H: 0.7814 0.7576 3.2808
H: -1.1928 5.2805 0.4628
H: 1.2698 0.1903 6.0728
H: -2.4480 8.3689 -4.9944
H: 3.0716 3.3459 -5.6508
H: 1.3746 1.7973 4.5203
H: -0.3657 -0.9982 0.1544
H: -3.1890 -0.8113 4.3316
H: 2.7836 -7.7756 0.6880
H: -8.2416 -4.1555 4.3694
H: 3.0392 -4.8100 1.4406
H: 6.9911 -2.3018 -0.1906
H: -1.6777 1.1248 0.1462
H: 0.8768 -1.1621 2.8627
H: 0.3268 2.7201 1.6584
H: 3.6273 0.3486 4.1212
H: 1.6131 -2.2290 1.7124
H: -2.5209 0.3195 5.5266
H: 4.3379 1.0483 -4.0368
H: -0.4114 -2.5667 0.9311
H: 2.1527 -0.9774 5.1194
H: -1.7601 5.5620 -11.1285
H: -2.7961 5.9039 -1.0661
H: -7.9471 -1.8453 3.5617
H: 5.5287 -10.7941 -0.0309
H: -0.3801 9.2364 -6.0159
H: -1.7820 3.4241 1.5669
H: -2.9368 3.0464 0.3331
H: -3.4822 -0.4610 0.3588
H: 6.8557 -11.1744 1.0899
H: -2.6133 4.2130 -8.5036
H: -0.3974 4.2667 -0.6954
H: -3.0254 3.9268 -3.8533
H: 6.3681 -9.1767 2.4416
H: -0.3829 1.1219 1.9959
H: -3.4786 2.4483 -3.0229
H: 3.2144 -7.1133 2.2732
H: -8.8149 1.1058 0.6924
H: 5.9091 -3.1531 -1.3169
H: -7.9033 2.4692 2.5324
H: 0.9682 0.7480 -0.3982
H: -5.3803 0.2803 4.4230
H: -0.5902 2.1171 -0.8127
H: 5.1425 2.5477 -4.5497
H: -1.6278 5.2375 -2.2174
H: -1.7970 3.0260 -2.8987
H: -4.0340 -2.1380 0.5329
H: 2.4823 2.6802 -0.2781
H: -2.1968 3.3984 -10.0291
H: -8.3239 -3.5966 6.0553
H: -2.4739 -1.7694 -0.2629
H: 8.6217 -4.1366 -0.2512
H: -6.3020 2.5212 1.7638
H: 0.3914 -0.7556 4.9092
H: -0.0975 7.6974 -6.8617

---

No. 7
Here is C36H49AsN6O5SSi2Ti as an isolated structure in a non-equilibrium geometry from the OMol25 dataset. Energies are from wB97M-V/def2-TZVPD.

Properties
* Kohn-Sham gap (alpha / beta): 3.20 / 5.71 eV
* energy relative to the best compared isomer or geometry (same formula, charge and spin): 2.876 eV
* charge: -1
* HOMO energy (alpha / beta): -1.7 / -4.3 eV
* max |F|: 5.29 eV/A
* multiplicity: 2

Cartesian coordinates (Å):
As: -1.6161 0.8366 1.9739
Ti: -0.0668 -0.0569 0.3423
S: -2.5540 -0.2930 -1.1062
Si: -0.8732 1.4684 4.1923
Si: -2.4283 2.9027 1.2750
O: -3.2696 0.1738 0.0595
O: -1.1366 0.2567 -1.0574
O: -3.1165 0.1500 -2.3739
O: -0.7699 -1.6146 0.7096
O: -2.4921 -1.7690 -1.1512
N: 2.5366 -0.2711 -1.1751
N: 0.4238 -1.7583 -2.3670
N: 1.8567 1.2700 2.2736
N: 0.9403 1.6118 -0.2206
N: 1.5502 -1.0942 1.2395
N: -1.4103 -3.6275 -3.4496
C: -0.8388 -3.8336 -2.0860
C: 2.6039 -5.6708 2.1067
C: 1.9116 2.5109 1.7613
C: 2.2086 0.4212 -3.4867
C: 1.9644 0.5445 -2.0895
C: 2.6556 4.8431 1.8318
C: -1.5356 4.4440 2.0659
C: 0.4161 2.3454 -2.5407
C: 3.3249 1.9439 4.0341
C: 3.0965 -0.5920 -3.8989
C: -0.2187 -1.4877 -3.6281
C: -4.2823 3.0689 1.8360
C: 2.1458 5.0252 0.5676
C: 3.3051 3.2419 3.5980
C: 3.6569 -5.6823 3.0245
C: -2.5256 3.2394 -0.6075
C: -0.2946 -0.2887 4.7889
C: 0.6282 2.1871 -3.9069
C: -2.5868 1.6156 5.1258
C: 2.5634 0.9948 3.3442
C: -1.5793 -2.1728 -3.7460
C: 1.5268 1.2598 -4.3845
C: 2.5300 -3.2497 2.1827
C: 1.0700 1.5475 -1.6061
C: 1.5662 3.9807 -0.1381
C: 3.6805 -1.4019 -2.9478
C: 2.0099 -2.0693 1.6913
C: -1.5265 -2.4687 1.4657
C: 4.0973 -4.4705 3.5667
C: 1.3962 2.7072 0.4281
C: 2.6060 3.5670 2.4171
C: 0.1900 2.7508 5.2288
C: 3.5535 -3.2768 3.1680
C: 2.0412 -4.4934 1.6938
C: 3.3634 -1.2037 -1.6060
C: 0.5357 -3.1609 -2.0772
H: -1.8555 5.3922 1.6454
H: 1.1934 -3.6177 -2.8308
H: -0.4601 4.3750 1.9342
H: -1.7294 4.4667 3.1333
H: 3.3138 -0.7138 -4.9517
H: -3.2628 0.9531 4.5849
H: -1.1575 -0.9522 4.7833
H: 2.2338 5.9960 0.0933
H: -2.2492 -1.7454 -2.9790
H: 1.2135 -4.4861 0.9947
H: 1.2037 2.4036 5.3935
H: 4.1205 -6.6136 3.3170
H: -2.3227 -4.0842 -3.5150
H: 2.2293 -6.6088 1.7158
H: -4.3783 2.8624 2.8987
H: -3.4862 3.6634 -0.8878
H: -0.0846 -1.2835 -1.6101
H: 3.1518 5.6478 2.3556
H: 1.2587 4.1538 -1.1580
H: -2.0215 -2.0546 -4.7338
H: 2.5423 -0.0293 3.6948
H: -2.4215 -2.7849 0.9040
H: -4.8373 2.3022 1.3038
H: 0.2568 3.7070 4.7220
H: -2.4314 2.2918 -1.1331
H: -1.4870 -3.2897 -1.3777
H: 3.9036 1.6570 4.9004
H: 3.8039 -1.8393 -0.8439
H: -1.8740 -1.9728 2.3947
H: 1.6848 1.1470 -5.4503
H: -2.5629 1.3232 6.1714
H: -0.3189 3.0594 -2.2052
H: -0.9446 -3.3658 1.7515
H: 4.3754 -2.1802 -3.2343
H: 0.1602 -0.3249 5.7734
H: -4.7359 4.0354 1.6249
H: -0.3807 -0.4103 -3.6950
H: 3.8478 4.0194 4.1205
H: 0.0676 2.8036 -4.5999
H: 0.4596 -1.7958 -4.4374
H: 4.8820 -4.4736 4.3129
H: -1.7463 3.9173 -0.9458
H: 1.0042 -3.2762 -1.0972
H: -0.7540 -4.0263 -4.1350
H: 0.4157 -0.6752 4.0609
H: -0.7978 -4.9027 -1.8640
H: -2.9871 2.6219 5.0648
H: -0.2630 2.9246 6.1992
H: 3.8917 -2.3435 3.5973